Entry 1:
Here is a cluster of 2 separate species, C17H36N5O6 in total at a distorted geometry from OMol25. Energies are from the ωB97M-V functional and the def2-TZVPD basis.

Geometry (Å):
O: 6.459 2.307 3.062
O: 0.336 -3.728 3.373
O: 6.198 0.619 1.632
O: 2.610 -4.900 1.559
O: -2.719 1.661 1.535
O: -5.560 3.681 -1.414
N: 1.571 -0.770 -0.681
N: 0.019 -1.905 0.637
N: -0.104 -1.796 2.074
N: 0.236 0.519 0.706
N: -4.124 1.103 -1.217
C: 0.629 -0.699 0.202
C: 2.270 0.432 -1.178
C: -3.533 0.546 1.213
C: 6.158 1.922 1.973
C: 1.959 -2.070 -1.286
C: 0.108 -2.835 2.712
C: -5.562 1.296 -1.049
C: 2.109 -5.026 0.243
C: 3.042 -2.803 -0.500
C: -6.059 2.443 -1.901
C: 5.344 0.254 0.552
C: 3.052 1.231 -0.123
C: -3.338 2.936 1.399
C: 3.854 0.399 0.895
C: 2.961 -4.316 -0.798
C: -4.656 4.333 -2.286
C: -3.528 0.178 -0.268
H: -0.931 -1.922 0.267
H: -6.081 0.380 -1.341
H: 5.868 2.630 1.183
H: 2.357 1.859 0.423
H: -3.106 -0.301 1.761
H: -7.149 2.477 -1.834
H: 2.350 -1.823 -2.268
H: -2.478 0.045 -0.568
H: 3.547 -4.689 1.521
H: 3.770 0.909 1.852
H: 1.519 1.093 -1.606
H: -3.664 2.001 -1.134
H: 2.933 -2.643 0.569
H: -4.459 5.319 -1.871
H: 2.027 -6.081 -0.022
H: -5.831 1.522 -0.009
H: 5.572 -0.790 0.356
H: 4.020 -2.441 -0.810
H: 3.406 -0.578 1.039
H: 1.091 -2.696 -1.445
H: -0.379 0.401 1.510
H: -5.085 4.454 -3.284
H: 1.097 -4.617 0.200
H: 2.485 -4.457 -1.768
H: -4.409 2.886 1.601
H: -4.545 0.686 1.606
H: -5.792 2.297 -2.951
H: -2.875 3.603 2.125
H: -3.176 3.360 0.405
H: 3.953 -4.760 -0.832
H: -4.014 -0.796 -0.383
H: 3.709 1.908 -0.664
H: -3.705 3.793 -2.371
H: 2.935 0.132 -1.978
H: 5.615 0.807 -0.349
H: -0.311 1.019 0.004

Results
* orbital gap: 7.78 eV
* charge: +1


Entry 2:
Here is a structure of composition C17H36O11S from OMol25. Energies are from the ωB97M-V functional and the def2-TZVPD basis.

Geometry (Å):
S: 1.177 0.940 -0.667
O: 4.371 -1.238 -2.239
O: 1.832 -0.497 -0.696
O: 0.437 0.806 -2.057
O: 6.172 -1.500 -3.549
O: 2.160 1.949 -0.756
O: -2.269 -2.063 2.354
O: -3.463 3.090 -0.918
O: -2.191 0.023 4.447
O: 0.202 0.958 0.376
O: -2.627 5.476 0.598
O: -1.235 -3.155 -2.202
C: -2.188 3.262 -0.311
C: -3.984 5.767 0.866
C: -3.681 -2.009 2.415
C: 7.292 -0.824 -0.718
C: -2.257 4.143 0.915
C: 3.430 -2.304 -2.395
C: -2.348 -0.971 5.439
C: -1.141 -0.245 3.531
C: -0.059 -0.544 -2.122
C: 6.448 -2.000 -1.224
C: 1.121 -1.403 -1.615
C: -1.658 -0.784 2.217
C: -3.664 3.910 -2.051
C: 5.687 -1.585 -2.462
C: -0.086 -3.667 -1.541
C: 0.705 -2.608 -0.783
C: 2.078 -1.703 -2.762
H: 1.562 -2.341 -3.485
H: -3.460 4.961 -1.830
H: 7.098 -2.832 -1.501
H: -0.358 -4.466 -0.846
H: -1.269 4.173 1.382
H: -2.442 -1.969 5.001
H: 2.285 -0.757 -3.269
H: 5.760 -2.335 -0.447
H: -1.479 3.684 -1.032
H: -0.321 -0.751 -3.155
H: -4.033 -3.011 2.658
H: 0.530 -4.118 -2.321
H: 3.763 -2.974 -3.191
H: -4.187 6.757 0.461
H: -4.706 3.803 -2.348
H: -2.367 -0.072 1.781
H: 7.877 -1.123 0.151
H: 7.972 -0.488 -1.500
H: -0.951 -0.630 -1.504
H: -1.502 -0.968 6.136
H: 6.657 0.017 -0.434
H: -0.615 0.693 3.338
H: 3.390 -2.877 -1.463
H: 1.608 -3.093 -0.403
H: -1.944 -3.062 -1.559
H: -3.025 3.594 -2.884
H: -0.428 -0.953 3.966
H: -4.107 -1.708 1.451
H: -4.026 -1.312 3.182
H: -0.820 -0.886 1.527
H: -1.824 2.277 -0.014
H: 0.152 -2.260 0.094
H: -4.654 5.042 0.397
H: -2.961 3.716 1.637
H: -3.256 -0.736 5.991
H: -4.177 5.782 1.945

Results
* orbital gap: 9.39 eV
* energy relative to the best compared isomer or geometry (same formula, charge and spin): 0.00 kJ/mol
* charge: 0


Entry 3:
Here is a structure of composition C17H36O16Zr at a distorted geometry from OMol25. Energies are from the ωB97M-V functional and the def2-TZVPD basis.

Geometry (Å):
Zr: 0.218 -0.283 -0.036
O: -1.497 -4.441 0.059
O: -1.079 3.583 -2.168
O: -1.716 -1.204 1.093
O: 0.988 4.160 -2.612
O: -0.690 1.403 1.107
O: 0.621 -4.875 -0.336
O: 4.109 2.276 0.494
O: -0.139 -2.684 -0.512
O: -2.946 -1.633 3.032
O: -3.997 -1.788 1.101
O: 2.953 2.385 2.366
O: 2.088 1.223 0.480
O: 1.922 -0.866 -1.425
O: 1.040 -1.244 1.808
O: 0.704 2.016 -1.860
O: -1.210 -0.254 -1.707
C: -2.759 -1.565 1.684
C: -1.302 4.864 -2.654
C: -1.907 -1.404 3.957
C: 1.971 -4.514 -0.265
C: -1.725 -5.825 0.361
C: -1.724 2.285 1.483
C: 4.636 1.802 -0.786
C: -4.086 -1.852 -0.324
C: -1.979 5.705 -1.532
C: 0.186 5.357 -2.939
C: 1.885 2.189 3.246
C: 2.958 -1.268 -2.287
C: -0.318 -3.942 -0.376
C: 0.275 3.132 -2.241
C: -1.556 -0.553 -3.044
C: 2.964 1.880 1.063
C: 1.490 -2.144 2.722
H: -2.156 -1.458 -2.951
H: 0.228 5.853 -3.908
H: 0.402 6.116 -2.187
H: -4.776 -2.679 -0.494
H: -2.754 -5.938 0.703
H: -1.464 2.947 2.309
H: -1.578 -6.366 -0.573
H: 3.203 -0.596 -3.109
H: -2.945 5.276 -1.263
H: 2.582 -5.404 -0.113
H: 1.295 -1.892 3.765
H: 1.148 2.985 3.146
H: -4.575 -0.953 -0.699
H: 4.080 2.033 -1.695
H: 1.431 1.225 3.015
H: 2.549 -2.321 2.534
H: 2.150 2.084 4.298
H: -2.370 -1.295 4.937
H: -1.307 -0.502 3.839
H: -2.489 1.643 1.920
H: -3.125 -2.097 -0.777
H: 5.611 2.272 -0.914
H: -1.005 -6.158 1.108
H: 1.202 -3.181 2.554
H: 2.216 -3.840 0.556
H: -0.718 -0.832 -3.683
H: -1.197 -2.231 3.961
H: 2.792 -2.248 -2.734
H: 3.820 -1.394 -1.632
H: -2.213 2.828 0.675
H: -2.145 6.754 -1.778
H: 4.672 0.714 -0.849
H: -1.884 4.767 -3.571
H: -2.104 0.262 -3.517
H: 2.374 -4.046 -1.163
H: -1.330 5.752 -0.658

Results
* orbital gap (spin up / spin down): 9.02 / 4.71 eV
* multiplicity: 2
* charge: +1


Entry 4:
Here is a cluster of 9 separate species, C17H37BF4N13O5 in total at a distorted geometry from OMol25. Energies are from the ωB97M-V functional and the def2-TZVPD basis.

Geometry (Å):
F: -1.406 -0.420 0.336
F: -1.666 1.767 -0.076
F: 0.260 0.934 -0.582
F: -1.498 0.224 -1.758
O: 2.619 3.650 0.679
O: -5.055 1.544 3.075
O: 2.468 -3.803 -2.923
O: -2.197 -2.328 4.959
O: 0.833 4.079 -3.341
N: -0.064 1.464 2.813
N: 2.613 1.590 -0.156
N: 0.025 4.052 -1.357
N: -3.786 0.402 1.802
N: 0.243 -7.074 2.485
N: 0.622 0.897 -3.479
N: -3.573 2.512 1.758
N: 1.495 5.526 -1.866
N: -0.142 -1.467 4.581
N: 1.179 -2.013 -2.482
N: -1.588 -1.492 2.992
N: 4.449 2.648 0.210
N: 1.011 -2.809 -4.394
C: -1.632 -5.239 0.130
C: -1.828 -4.092 -0.883
C: 1.266 1.342 3.201
C: -1.348 -1.803 4.164
C: 2.072 0.662 -5.174
C: 3.196 2.697 0.275
C: -0.834 1.701 3.883
C: -0.034 0.327 -4.563
C: 0.806 4.528 -2.258
C: 1.353 1.355 4.496
C: -0.247 -5.108 0.868
C: 1.899 1.120 -3.910
C: 0.004 1.507 5.001
C: 1.616 -2.944 -3.245
C: -4.274 1.459 2.192
C: 0.016 -6.205 1.759
C: 0.813 0.103 -5.622
B: -1.092 0.653 -0.522
H: 1.607 1.652 -0.221
H: 2.324 1.220 4.949
H: -0.992 -0.819 2.531
H: -0.330 1.371 1.843
H: -1.736 -6.138 -0.477
H: 0.585 -1.900 -4.500
H: -1.016 -4.178 -1.606
H: -2.453 -5.268 0.848
H: 2.595 1.610 -3.245
H: 0.632 -5.135 0.224
H: -0.171 -4.140 1.363
H: -3.628 3.464 2.090
H: -4.204 -0.360 2.315
H: 1.363 -2.279 -1.525
H: -1.098 0.159 -4.476
H: -2.561 -1.619 2.752
H: 3.121 0.850 -0.619
H: -3.110 2.422 0.864
H: -1.728 -3.188 -0.283
H: 0.732 -1.151 -2.760
H: 1.514 5.426 -0.862
H: -0.644 3.325 -1.567
H: 4.906 3.508 0.478
H: -0.335 1.439 6.024
H: 2.160 6.007 -2.456
H: 2.037 1.266 2.448
H: 0.596 -0.170 -6.645
H: -0.185 4.542 -0.499
H: 2.988 0.731 -5.741
H: 4.891 1.905 -0.311
H: 0.166 1.211 -2.634
H: -1.895 1.901 3.922
H: 1.131 -3.495 -5.126
H: -0.004 -0.475 4.447
H: -3.019 0.278 1.157
H: 0.004 -1.772 5.533
H: -2.833 -4.145 -1.302

Results
* orbital gap (spin up / spin down): 6.96 / 2.46 eV
* multiplicity: 2
* charge: 0


Entry 5:
Here is a cluster of 2 separate species, C17H37Br2N3O4P in total at a distorted geometry from OMol25. Energies are from the ωB97M-V functional and the def2-TZVPD basis.

Geometry (Å):
Br: -5.917 2.128 -1.819
Br: -2.885 3.065 -1.084
P: -3.249 -2.001 3.398
O: -2.166 -0.265 0.277
O: 2.468 -1.078 -1.222
O: 0.344 -4.017 3.019
O: -1.057 -4.267 2.798
N: -3.514 -3.315 4.204
N: -0.814 -1.186 2.360
N: 3.655 1.458 -2.448
C: 1.429 -1.289 -0.266
C: 1.367 2.435 -1.725
C: 3.119 0.218 -3.137
C: 4.141 1.224 -1.033
C: 2.682 2.621 -2.464
C: -1.994 2.497 2.538
C: -2.833 0.869 0.852
C: -3.675 1.578 -0.200
C: -1.957 -2.046 2.044
C: -5.644 0.065 0.123
C: -1.796 1.800 1.412
C: -1.467 -3.461 1.719
C: -2.632 -1.520 0.707
C: -4.913 1.210 -0.519
C: 4.824 1.913 -3.272
C: 5.219 0.171 -0.885
C: 2.024 -0.581 -2.459
H: 1.352 -0.437 0.414
H: -4.411 -1.571 2.718
H: -6.705 0.124 -0.105
H: -3.716 -1.491 0.809
H: -2.490 2.062 3.401
H: 0.949 3.416 -1.504
H: -5.303 -0.896 -0.264
H: 3.236 3.455 -2.037
H: 0.337 -3.731 3.944
H: 3.279 0.975 -0.426
H: -1.049 -0.453 3.017
H: -2.201 -4.008 1.126
H: 5.436 0.059 0.176
H: 1.469 1.908 -0.779
H: 4.907 -0.802 -1.258
H: -1.631 3.516 2.622
H: 2.491 2.847 -3.512
H: -0.596 -3.321 1.069
H: 4.516 2.192 -0.696
H: 0.461 -1.446 -0.743
H: 0.625 1.929 -2.337
H: -0.862 1.830 0.857
H: 1.103 -0.011 -2.350
H: -2.408 -2.229 -0.094
H: 5.278 2.772 -2.786
H: -2.831 -0.907 4.191
H: 3.983 -0.427 -3.288
H: 5.541 1.104 -3.361
H: 1.800 -1.418 -3.133
H: 2.767 0.552 -4.114
H: 4.464 2.187 -4.260
H: 1.687 -2.173 0.314
H: -5.528 0.074 1.208
H: -0.060 -1.737 2.751
H: -3.334 -3.180 5.192
H: -3.466 0.554 1.693
H: 6.150 0.456 -1.372

Results
* orbital gap: 8.12 eV
* charge: +1


Entry 6:
Here is a cluster of 13 separate species, C17H37Cl24N2 in total at a distorted geometry from OMol25. Energies are from the ωB97M-V functional and the def2-TZVPD basis.

Geometry (Å):
Cl: 4.076 8.470 -4.723
Cl: -6.243 -3.437 6.580
Cl: 0.995 2.240 0.027
Cl: 0.107 8.931 -6.117
Cl: 0.803 3.140 -3.906
Cl: -0.047 -2.781 4.963
Cl: -3.430 -5.143 -2.389
Cl: 0.572 0.808 -5.639
Cl: -1.600 -1.263 -3.674
Cl: 4.293 4.418 -6.016
Cl: -4.451 -6.735 -0.144
Cl: 0.638 6.833 -1.813
Cl: 0.096 1.081 2.573
Cl: 6.827 4.665 -4.554
Cl: 3.420 6.176 -1.184
Cl: -4.941 -0.529 0.739
Cl: -2.008 6.928 -5.780
Cl: -3.139 -1.457 2.867
Cl: -4.473 -4.394 8.718
Cl: -2.526 -4.169 5.689
Cl: 0.472 -3.315 -3.852
Cl: 4.155 10.729 -2.850
Cl: 0.871 -2.527 8.575
Cl: 3.614 -1.583 9.008
N: 0.946 -1.375 0.242
N: 0.034 -2.274 -0.438
C: 3.135 9.559 -3.696
C: -3.426 -6.712 -1.589
C: 4.262 -3.168 0.195
C: 1.726 5.888 -0.773
C: -6.085 -4.476 8.000
C: 2.756 -3.084 -0.181
C: 0.092 0.910 0.807
C: -1.058 8.198 -5.005
C: -1.224 -2.419 0.251
C: -0.295 2.017 -4.702
C: 2.593 -2.875 8.368
C: -4.752 -1.558 2.168
C: -1.337 -2.942 6.155
C: -1.732 -3.885 0.194
C: 2.233 -1.630 -0.342
C: -0.786 -2.435 -4.719
C: 5.134 5.170 -4.657
H: -4.932 -2.586 1.875
H: 5.097 6.244 -4.789
H: 1.566 6.192 0.254
H: 2.611 8.959 -2.960
H: 4.631 4.884 -3.741
H: -1.052 -2.148 1.290
H: 0.549 -0.058 0.523
H: 4.404 -3.702 1.138
H: 2.194 -1.421 -1.444
H: -1.847 -1.990 6.246
H: 2.788 -2.981 7.308
H: -0.934 0.960 0.462
H: 2.822 -3.790 8.900
H: -0.512 7.762 -4.178
H: -2.409 -6.938 -1.290
H: -2.726 -3.935 -0.253
H: -6.807 -4.155 8.741
H: -1.790 -4.320 1.196
H: -0.884 -3.233 7.095
H: 2.945 -0.919 0.095
H: 4.664 -2.160 0.329
H: 4.836 -3.687 -0.575
H: -2.018 -1.763 -0.147
H: -1.734 8.970 -4.659
H: -1.023 -4.453 -0.411
H: -5.473 -1.240 2.911
H: 2.163 -3.594 0.578
H: -3.801 -7.456 -2.281
H: 1.499 4.835 -0.896
H: -0.334 -1.906 -5.550
H: 2.620 -3.603 -1.134
H: -6.273 -5.500 7.699
H: -0.957 2.572 -5.355
H: -0.116 -2.011 -1.412
H: 2.436 10.097 -4.324
H: -1.529 -3.140 -5.075
H: -0.857 1.495 -3.936

Results
* orbital gap: 3.71 eV
* charge: -1


Entry 7:
Here is a cluster of 5 separate species, C17H37N3O7 in total at a distorted geometry from OMol25. Energies are from the ωB97M-V functional and the def2-TZVPD basis.

Geometry (Å):
O: -6.524 -0.160 -0.286
O: 2.852 -3.856 -2.519
O: -0.549 3.884 2.505
O: 3.993 -5.003 -0.990
O: 4.409 1.951 2.620
O: 0.665 2.133 1.808
O: -0.185 0.377 -1.170
N: -4.974 1.512 -0.367
N: -1.947 -0.702 -0.217
N: 3.832 1.156 0.564
C: -1.115 -0.398 -1.237
C: 1.639 -4.275 -1.902
C: 3.971 -0.217 0.952
C: 4.056 2.141 1.472
C: 0.499 -3.485 -2.459
C: 3.972 -4.320 -1.980
C: 1.047 1.796 3.124
C: 2.978 1.400 -0.570
C: -1.764 -0.082 1.066
C: -4.878 1.536 -1.791
C: -4.287 2.536 0.372
C: -5.827 0.659 0.274
C: -0.424 3.416 0.165
C: -3.031 -1.678 -0.363
C: -0.127 3.188 1.621
C: 5.194 -3.909 -2.772
C: -0.056 1.093 3.909
H: -3.829 1.669 -2.105
H: 4.360 -0.793 0.107
H: 3.897 3.150 1.064
H: -5.129 0.569 -2.223
H: -4.604 2.554 1.418
H: 0.450 3.805 -0.354
H: 0.697 -2.419 -2.310
H: -1.245 -1.077 -2.096
H: 4.615 -0.295 1.818
H: 0.247 1.020 4.956
H: 1.507 -5.356 -2.028
H: 4.864 -3.303 -3.613
H: -0.701 2.497 -0.357
H: 5.907 -3.387 -2.143
H: -4.585 3.568 0.116
H: -5.795 0.792 1.366
H: -1.268 4.099 0.115
H: 1.684 -4.174 -0.813
H: 2.985 2.443 -0.879
H: 5.651 -4.823 -3.147
H: 1.345 2.677 3.694
H: 1.903 1.127 3.110
H: -3.203 2.501 0.267
H: -1.588 -0.812 1.863
H: -2.686 -2.448 -1.052
H: -0.999 1.632 3.873
H: -2.589 0.566 1.379
H: -3.197 -2.131 0.610
H: -3.907 -1.151 -0.734
H: 1.954 1.054 -0.416
H: 2.993 -0.672 1.162
H: 0.345 -3.593 -3.532
H: -0.133 0.054 3.579
H: 3.349 0.806 -1.413
H: -5.426 2.339 -2.288
H: -0.407 -3.739 -1.910
H: -0.883 0.556 1.089

Results
* orbital gap: 9.62 eV
* energy relative to the best compared isomer or geometry (same formula, charge and spin): 0.00 kJ/mol
* charge: 0


> charge of number 1 (C17H36N5O6)?

+1